No. 1
C32H33BeBrF14MgN3O13S3 | ωB97M-V/def2-TZVPD

```
! RIJCOSX wB97M-V def2-TZVPD def2/J DEFGRID3
* xyz 1 1
Br 5.6572 2.5574 -3.2895
S 0.6646 0.7388 -1.6010
S 9.0386 5.0822 7.6947
S 7.9000 2.8543 6.9949
Mg 2.0572 -1.1326 1.3205
F -1.3894 0.8351 -4.3742
F -9.3013 1.8237 -3.5709
F -7.5807 -2.0932 -3.4207
F -7.9211 0.0046 -2.9964
F 9.5781 6.3535 6.8811
F -7.4983 2.5658 -6.5357
F -9.1738 1.1902 -6.3511
F -3.7428 1.0742 -3.5653
F 5.4262 1.5479 -5.9278
F -10.2432 -1.5180 -2.6665
F 9.1520 2.1746 7.7131
F -9.4977 3.5229 -4.9050
F -10.4409 -0.2114 -4.3974
F -1.9874 2.3759 -2.5969
O 6.8885 2.8437 8.0447
O 7.6482 1.9048 5.9115
O -0.8957 -2.8924 2.6324
O -1.0928 -1.1962 -2.9107
O 6.2675 8.4846 9.4160
O -7.6943 -0.6939 -5.1432
O 4.5974 0.2015 -1.0055
O -2.7899 -4.3470 7.3827
O 8.0958 5.7337 8.5965
O 5.3862 1.5650 2.6436
O 5.2300 0.5604 4.5084
O 10.2814 4.6139 8.2984
O 5.5274 2.8249 4.4488
N -5.1425 -4.8117 5.8052
N 3.5787 -0.1677 -3.1982
N 8.4495 4.2433 6.5049
C -8.2428 -0.9884 -3.8593
C -8.6296 2.5650 -4.4811
C 7.4419 0.3486 -5.6827
C -1.3148 -2.2996 4.8742
C -9.7486 -1.2724 -3.9093
C -2.3548 -4.0124 6.2895
C -7.3587 -4.9488 4.8580
C -5.9806 -4.8565 4.7465
C 3.4791 1.2094 -3.8230
C 0.9050 2.6008 -1.2448
C 3.4546 -0.0743 -1.6927
C -2.2861 1.0216 -3.1756
C -2.3708 -4.9397 5.1410
C -7.0765 -4.9605 7.2422
C -5.7107 -4.8640 7.0295
C 8.8288 -0.0241 -7.6248
C -8.1364 1.7299 -5.6566
C 1.0152 3.9894 -1.5590
C -1.9497 -0.2205 -2.1587
C 8.5924 -0.1891 -6.2592
C 2.0726 -0.2215 -0.8161
C -1.0159 0.2288 -0.8487
C -1.3308 -3.2270 3.7257
C 6.5341 1.0363 -6.4804
C 6.7582 1.2017 -7.8428
C -7.1429 0.6175 -5.2879
C -1.7924 -2.6654 6.0677
C -1.8932 -4.5739 3.9475
C -7.9138 -5.0026 6.1321
C 5.3838 1.6802 3.9641
C 7.9142 0.6736 -8.4177
C 2.6149 -1.1609 -3.8088
Be 6.7591 6.1817 7.4665
H 9.3036 -0.7360 -5.6449
H 6.0326 1.7393 -8.4444
H -7.9840 -4.9784 3.9729
H 6.6507 9.1386 9.9716
H -7.8014 3.0706 -3.9763
H 1.8402 -1.3903 -0.7623
H -1.8968 -5.2421 3.0949
H -6.4515 0.5269 -6.1346
H -7.4779 -5.0011 8.2484
H -0.8915 -0.7056 -0.1251
H -9.9645 -2.1366 -4.5435
H -5.0159 -4.8242 7.8638
H -2.9398 -0.7744 -1.8406
H -8.9899 -5.0766 6.2592
H 2.8812 1.2429 -4.8300
H -2.7873 -5.9238 5.3195
H 2.3453 -2.0497 -3.0611
H 1.5987 -0.5836 -3.9975
H 4.5463 1.6864 -4.0651
H -0.8983 -1.3155 4.6956
H -0.8968 -1.9817 -2.2901
H 9.7281 -0.4396 -8.0744
H -1.7888 -1.9973 6.9202
H -6.5015 0.8898 -4.4410
H -1.5189 1.1153 -0.2646
H 2.9867 1.9689 -3.0448
H 2.2101 0.1659 0.2845
H 5.2585 0.5966 2.7055
H -5.4993 -4.8148 3.7737
H 7.2468 0.2375 -4.6212
H 8.1025 0.8042 -9.4804
H 1.0861 5.1587 -1.7882
H 2.9494 -1.5655 -4.8758
*
```

For the energy relative to the best compared isomer or geometry (same formula, charge and spin), the calculation gives 172.3 kcal/mol. The calculated total energy comes out at -211208.9930 eV. The value obtained for the HOMO energy is -9.55 eV. For the HOMO-LUMO gap, the calculation gives 1.9 eV.

No. 2
C32H33BiBrN2OS2 | ωB97M-V/def2-TZVPD

```
! RIJCOSX wB97M-V def2-TZVPD def2/J DEFGRID3
* xyz -1 1
Bi 0.0133 -1.2358 -0.0307
Br 6.6637 0.9607 -0.4599
S -0.2608 -0.9869 -2.7182
S -1.7624 1.1002 -4.2126
O -0.8292 -0.0628 1.9708
N -0.9503 1.5002 -1.7747
N -0.4499 1.1390 -0.5309
C -3.1296 5.7070 -1.7897
C 4.4735 -0.4640 0.6778
C 3.1453 -0.8756 0.7479
C -0.1956 -4.4346 -1.9204
C 1.0383 -3.7617 0.2501
C -3.3387 3.3218 -1.5423
C -0.1648 -4.0305 -0.4703
C -3.2861 4.5903 -0.9795
C 0.4366 1.9367 1.5656
C -1.5296 -3.3938 2.9534
C 2.6016 0.4467 -1.1589
C 3.9250 0.8702 -1.2553
C -1.2438 -3.9640 0.4332
C -3.0279 5.5456 -3.1667
C -3.3155 1.7762 -3.5299
C 0.0047 3.5268 -0.3787
C 1.3298 2.8838 2.1100
C 0.4226 0.8489 3.7477
C -3.2398 3.1507 -2.9190
C 1.5831 -3.2758 2.7840
C -0.9401 0.6158 -2.7020
C 1.7766 2.8198 3.4066
C 1.2976 1.7860 4.2323
C 2.1868 -0.4387 -0.1623
C -3.0857 4.2757 -3.7240
C -0.0313 0.8576 2.3915
C -0.0380 2.1331 0.1993
C -2.7050 -4.1047 0.1015
C 2.4146 -3.9886 -0.3196
C 0.6757 -3.5264 1.6074
C -0.7301 -3.6293 1.7022
C 4.8449 0.4011 -0.3319
H 2.4888 -4.9885 -0.7612
H -2.8526 -4.3157 -0.9590
H -3.4357 2.4505 -0.9035
H -3.1740 -4.9172 0.6651
H 3.1829 -3.9150 0.4518
H 2.6277 -3.4815 2.5401
H 1.7072 3.6743 1.4702
H -0.1831 4.2709 0.3921
H -2.5677 -3.1444 2.7194
H 5.2036 -0.8149 1.3960
H 2.4795 3.5511 3.7857
H 1.8958 0.8240 -1.8933
H -2.9917 4.1501 -4.7987
H 1.3136 -3.9238 3.6230
H -0.7210 3.6230 -1.1800
H 0.0554 -5.4955 -2.0484
H -3.6942 1.0477 -2.8143
H -3.3514 4.7024 0.0964
H -1.5414 -4.2756 3.6064
H 4.2322 1.5485 -2.0416
H -1.1777 -4.2723 -2.3690
H -2.9001 6.4109 -3.8067
H 0.0550 0.0440 4.3759
H -3.0873 6.6974 -1.3516
H 2.6799 -3.2722 -1.1031
H -3.9752 1.7785 -4.3991
H 1.5232 -2.2449 3.1527
H 1.6315 1.7255 5.2632
H 0.9963 3.7100 -0.8058
H 0.5253 -3.8656 -2.5139
H -1.1225 -2.5579 3.5273
H 2.8614 -1.5525 1.5453
H -3.2632 -3.1915 0.3345
*
```

For the energy relative to the best compared isomer or geometry (same formula, charge and spin), the calculation gives 4.8 kcal/mol. The calculated total energy comes out at -136301.7692 eV. The value obtained for the HOMO energy is -4.26 eV. For the HOMO-LUMO gap, the calculation gives 6.8 eV.

Which of these has the highest calculated total energy? C32H33BiBrN2OS2